1.
C3H3ClF2 in the gas phase at a distorted geometry, computed with ωB97M-V/def2-TZVPD.

Cartesian coordinates (Å):
F  2.45607  0.84229  -0.28635
C  1.30365  0.31403  -0.55084
C  0.47059  0.15728  0.44510
C  -1.26322  -0.46822  0.25352
F  -1.31677  -1.19610  -0.88651
Cl  -2.35011  0.88389  0.17122
H  1.14222  0.05172  -1.58129
H  0.95505  0.56695  1.33483
H  -1.39748  -1.15184  1.10032

Calculated values
- Charge: 0
- F_max: 4.9 eV/A
- Energy above the lowest of the compared OMol25 structures with the same formula, charge and spin: 41.2 kcal per mole
- Gap between HOMO and LUMO: 11.07 eV
- SMILES string: F/C=C/[C@H](F)Cl
- E_LUMO: 1.0 eV

Results of the Löwdin charge analysis, in e, for atoms 1 through 2: 0.048, -0.258

=====

2.
8 unconnected molecules or ions with the total composition C57H92BrIN2O18 at a distorted geometry, computed with ωB97M-V/def2-TZVPD.

Cartesian coordinates (Å):
C  5.82864  -6.08243  3.96864
C  4.33045  -5.77765  4.01932
O  4.07944  -4.56951  4.73044
C  3.64726  -3.50146  3.91391
C  4.72254  -3.02364  2.93614
C  4.28836  -1.78896  2.18907
C  4.96214  -0.59945  2.43831
C  4.62433  0.61409  1.82738
C  5.45530  1.81971  2.17496
C  3.54972  0.65701  0.91696
C  3.20588  1.95657  0.23139
C  3.86229  2.12165  -1.14971
C  5.29000  2.60057  -1.01705
N  6.33226  1.62289  -1.17044
O  5.56220  3.74054  -0.79147
C  2.85759  -0.53828  0.66118
C  3.22440  -1.75294  1.27210
C  2.46295  -2.97653  0.89973
O  2.97237  -4.06855  0.87071
C  1.03269  -2.76240  0.61167
C  0.11401  -3.75253  0.91036
C  -1.24575  -3.56914  0.68094
C  -2.18768  -4.73788  0.95265
N  -1.72169  -5.74170  1.91412
C  -1.69628  -2.34173  0.14690
C  -3.15781  -2.09432  -0.14738
C  -4.16226  -2.15319  1.02352
C  -3.63537  -1.63964  2.36411
Br  -3.91019  -2.92707  3.81587
C  -0.74858  -1.34535  -0.17708
C  -1.20759  -0.02418  -0.75782
C  -1.88791  0.92102  0.24642
C  -1.94152  2.34667  -0.29643
I  -0.75415  1.02444  2.08615
C  0.61541  -1.55797  0.03819
C  1.70003  -0.60627  -0.29531
O  1.74496  0.07876  -1.29479
H  6.02633  -7.13922  4.10745
H  6.23659  -5.75180  3.01685
H  6.31852  -5.50307  4.74305
H  3.77666  -6.58424  4.49449
H  3.93322  -5.68052  3.00834
H  3.39108  -2.67485  4.57155
H  2.73550  -3.80428  3.39824
H  4.98714  -3.80584  2.23658
H  5.58155  -2.77277  3.55252
H  5.78765  -0.57660  3.13533
H  4.91295  2.75224  2.11408
H  5.94275  1.70688  3.13381
H  6.26970  1.89296  1.45508
H  3.47531  2.81346  0.83409
H  2.12806  2.01026  0.10457
H  3.87873  1.18782  -1.69507
H  3.28486  2.83417  -1.73043
H  6.37831  1.10682  -0.29134
H  6.01908  0.92432  -1.83763
H  0.49854  -4.67359  1.31443
H  -3.14311  -4.40323  1.31769
H  -2.32863  -5.27188  0.01475
H  -1.39381  -5.30362  2.76405
H  -1.00057  -6.32350  1.51614
H  -3.46754  -2.84968  -0.87335
H  -3.31368  -1.14882  -0.63465
H  -4.60620  -3.13334  1.12382
H  -4.98681  -1.50430  0.74905
H  -4.20601  -0.77576  2.68017
H  -2.59725  -1.33786  2.34515
H  -1.92668  -0.22612  -1.55040
H  -0.40119  0.53836  -1.20733
H  -2.90971  0.62405  0.45002
H  -2.71502  2.44927  -1.05483
H  -2.16358  3.03600  0.51153
H  -0.97062  2.63519  -0.69367
C  -2.78048  1.93547  7.23791
C  -2.90746  3.14595  6.33589
O  -3.18737  2.77749  4.98437
C  -4.42458  2.52010  4.52474
C  -5.56378  2.35976  5.50619
O  -4.58676  2.36468  3.34539
H  -3.71188  1.37174  7.29065
H  -2.50645  2.24121  8.24799
H  -2.01396  1.26196  6.85501
H  -3.64631  3.86128  6.70126
H  -1.95561  3.67224  6.28984
H  -5.69457  1.29811  5.71201
H  -6.46830  2.74067  5.03868
H  -5.42666  2.89081  6.44491
C  0.09494  -8.05601  -0.01265
C  -1.37321  -8.15431  -0.37205
O  -1.93586  -6.87547  -0.67514
C  -1.85613  -6.30858  -1.89279
C  -0.95609  -6.90377  -2.94754
O  -2.45890  -5.28496  -2.08679
H  0.68976  -7.67906  -0.84476
H  0.48318  -9.03424  0.27137
H  0.23114  -7.36996  0.82379
H  -1.55433  -8.85615  -1.18727
H  -1.94097  -8.51297  0.48473
H  -0.00265  -6.37888  -2.91936
H  -1.41408  -6.73770  -3.91850
H  -0.77460  -7.97109  -2.85163
C  -8.60369  0.94735  -2.99606
C  -8.47661  0.81081  -1.49463
O  -7.24630  0.16703  -1.12685
C  -6.09918  0.83648  -0.99082
C  -6.00857  2.27481  -1.44173
O  -5.13767  0.25102  -0.55611
H  -7.81568  1.57651  -3.41078
H  -9.56530  1.38775  -3.25520
H  -8.52171  -0.03069  -3.47224
H  -8.58372  1.76344  -0.98125
H  -9.26364  0.16068  -1.11736
H  -5.59972  2.29443  -2.45152
H  -5.32481  2.79450  -0.77371
H  -6.95550  2.80904  -1.42922
C  -13.36471  4.36075  -4.21378
C  -13.21498  4.26356  -2.70997
O  -11.98389  3.63827  -2.33262
C  -10.82184  4.30420  -2.22577
C  -10.71998  5.72244  -2.73556
O  -9.86876  3.72540  -1.77743
H  -12.58901  4.98523  -4.65716
H  -14.33514  4.78464  -4.47180
H  -13.28401  3.37129  -4.66350
H  -13.31964  5.23149  -2.21821
H  -13.99094  3.61868  -2.30205
H  -10.31873  5.69778  -3.74776
H  -10.02583  6.26209  -2.09636
H  -11.66034  6.26730  -2.73799
C  0.64049  -2.11402  -3.29815
C  1.34933  -2.39981  -4.60374
O  1.57645  -3.80640  -4.73496
C  0.62915  -4.66130  -5.14977
C  -0.79536  -4.17838  -5.30856
O  0.90832  -5.82325  -5.27730
H  -0.33850  -2.59574  -3.28122
H  0.50083  -1.04578  -3.13880
H  1.20957  -2.51407  -2.46013
H  0.81114  -1.99946  -5.46460
H  2.33856  -1.94516  -4.61685
H  -1.33850  -4.38868  -4.38560
H  -1.25281  -4.73972  -6.11996
H  -0.88858  -3.12136  -5.54389
C  7.05906  6.40864  -1.93142
C  5.72021  6.30595  -2.62899
O  5.06207  7.57804  -2.71238
C  5.30760  8.47123  -3.68582
C  6.48046  8.25505  -4.61717
O  4.61883  9.45166  -3.76378
H  7.75104  7.05138  -2.47836
H  7.50641  5.42080  -1.82964
H  6.92951  6.83782  -0.93809
H  5.80090  5.85060  -3.61813
H  5.05571  5.67684  -2.04532
H  7.33066  8.82068  -4.23911
H  6.20913  8.64194  -5.59626
H  6.77091  7.21482  -4.73972
C  10.41125  1.53738  0.14988
C  9.39458  2.60446  0.49810
O  8.67818  2.28991  1.69742
C  9.12836  2.57498  2.93537
C  10.55505  3.03233  3.12631
O  8.38421  2.40721  3.86257
H  11.18039  1.44496  0.91739
H  10.89771  1.77216  -0.79693
H  9.92141  0.56760  0.06055
H  9.84108  3.59754  0.56811
H  8.63036  2.65676  -0.27659
H  11.16342  2.16732  3.38649
H  10.57539  3.73735  3.95342
H  10.98730  3.52508  2.25903

Calculated values
- Charge: 0
- F_max: 1.2 eV/A
- Gap between HOMO and LUMO: 8.23 eV
- SMILES string: CCOCCc1cc(C)c(CCC(N)=O)c2c1C(=O)c1cc(CN)c(CCCBr)c(C[C@H](C)I)c1C2=O.CCOC(C)=O.CCOC(C)=O.CCOC(C)=O.CCOC(C)=O.CCOC(C)=O.CCOC(C)=O.CCOC(C)=O
- E_LUMO: -0.3 eV

Results of the Löwdin charge analysis, in e, for atoms 1 through 2: -0.066, -0.259

=====

3.
2 unconnected molecules or ions with the total composition C4H6O2, computed with ωB97M-V/def2-TZVPD.

Cartesian coordinates (Å):
O  1.52666  0.16319  -1.31177
C  0.46484  -0.19203  -0.93551
C  -0.66221  -0.88484  -0.79323
O  -1.03943  -1.73378  -1.82091
H  -1.39188  -0.75460  -0.00979
H  -0.23434  -2.06128  -2.24040
C  0.44609  0.39699  1.54774
C  -0.00390  1.43380  0.83775
H  -0.22592  -0.27883  2.06999
H  1.50767  0.16963  1.61570
H  0.67683  2.09282  0.30474
H  -1.06442  1.64895  0.73569

Calculated values
- Charge: 0
- F_max: 0.8 eV/A
- Energy above the lowest of the compared OMol25 structures with the same formula, charge and spin: 76.2 kcal per mole
- Gap between HOMO and LUMO: 8.92 eV
- SMILES string: O=C=CO.C=C
- E_LUMO: 0.7 eV

Results of the Löwdin charge analysis, in e, for atoms 1 through 2: 0.122, -0.257

=====

4.
C7H10N3OP in the gas phase at a distorted geometry, computed with ωB97M-V/def2-TZVPD.

Cartesian coordinates (Å):
C  -1.14574  -0.18073  -0.06590
C  -0.87265  -1.48433  -0.25294
C  0.51886  1.27586  -0.74853
C  -2.05410  -1.12536  2.09834
C  -2.33824  -0.30325  0.82108
C  -0.91004  -2.66655  0.65828
C  0.80944  2.41151  -1.69987
N  -0.78677  0.97531  -0.51255
N  1.41974  0.53684  -0.15870
N  -1.37591  -2.30438  1.98624
O  -2.44170  -0.76089  3.17047
P  2.96418  0.21150  -0.59831
H  -2.54313  0.68562  1.20041
H  -3.43727  -0.60858  0.56138
H  -1.59048  -3.53995  0.24763
H  0.10251  -2.96399  0.77275
H  1.16038  3.27729  -1.11688
H  1.61368  2.16489  -2.39466
H  -0.01023  2.72639  -2.39600
H  -1.12255  -2.95738  2.83252
H  3.19172  -0.32932  0.59756
H  3.48271  1.39366  -0.20818

Calculated values
- Charge: 0
- F_max: 4.0 eV/A
- Energy above the lowest of the compared OMol25 structures with the same formula, charge and spin: 62.1 kcal per mole
- Gap between HOMO and LUMO (spin up / spin down): 6.56 / 6.93 eV
- E_LUMO (spin up / spin down): -1.7 / -1.3 eV

Results of the Löwdin charge analysis, in e, for atoms 1 through 2: -0.376, 0.198

=====

5.
2 unconnected molecules or ions with the total composition CH2N2O2S at a distorted geometry, computed with ωB97M-V/def2-TZVPD.

Cartesian coordinates (Å):
C  0.22239  -0.11817  0.03019
N  -1.92213  -0.92967  0.48585
N  -0.81908  -0.40455  0.76618
O  1.80453  1.72312  -1.30615
O  1.54030  -0.03296  0.55097
S  1.23739  1.46875  -0.00478
H  0.38329  -0.66798  -1.85098
H  -2.44668  -1.03855  1.32872

Calculated values
- Charge: 0
- F_max: 5.9 eV/A
- Energy above the lowest of the compared OMol25 structures with the same formula, charge and spin: 202.1 kcal per mole
- Gap between HOMO and LUMO: 7.93 eV
- E_LUMO: -1.3 eV

Results of the Löwdin charge analysis, in e, for atoms 1 through 2: -0.513, 0.131